# 1
The following is a DFT calculation (the ωB97M-V functional and the def2-TZVPD basis) of a cluster of 2 separate species, H4S4 in total.

Results
* lowest unoccupied orbital energy: 0.1 eV
* HOMO-LUMO gap: 8.580 eV
* SMILES: SS.SS
* highest occupied orbital energy: -0.311 Eh

Structure (XYZ):
```
8
Properties=species:S:1:pos:R:3:forces:R:3:nbo_charge:R:1
S 0.048156 -0.288053 1.700780 0.07 -0.16 -0.05 -0.136
S -1.899880 -0.445864 1.060667 -0.51 -0.44 -0.34 -0.128
H -0.070350 1.022037 1.896136 0.18 0.25 0.29 0.135
H -2.359027 -1.412197 1.890944 0.30 0.35 0.07 0.132
S 0.417705 -0.520469 -2.340093 0.06 0.25 -0.05 -0.136
S 1.047510 1.482740 -2.010327 -0.16 -0.26 -0.11 -0.139
H 1.065193 -0.971651 -1.262691 -0.09 -0.17 0.03 0.138
H 1.750693 1.133456 -0.935416 0.15 0.19 0.16 0.133
```
Forces are in eV/Å.

***

# 2
The following is a DFT calculation (the ωB97M-V functional and the def2-TZVPD basis) of the ion C5H12NO2 with charge +1 in a non-equilibrium geometry.

Results
* lowest unoccupied orbital energy: -3.6 eV
* net charge: +1
* HOMO-LUMO gap: 11.626 eV
* SMILES: CCC[C@@H]([NH3+])C(=O)O
* highest occupied orbital energy: -0.560 Eh

Structure (XYZ):
```
20
Properties=species:S:1:pos:R:3:forces:R:3:nbo_charge:R:1
O -0.710311 -2.337677 -1.027087 -0.46 0.69 -0.33 -0.557
C 0.046393 -1.524944 -0.562334 0.35 -2.29 0.31 0.772
O 1.365928 -1.647990 -0.603489 0.14 1.75 0.78 -0.666
C -0.383120 -0.439343 0.383665 -0.39 1.28 -0.74 -0.155
C 0.008884 0.957126 -0.170780 0.00 0.44 0.79 -0.419
C 0.478197 1.899691 0.971577 1.75 -1.21 -0.97 -0.387
C 1.193029 3.147455 0.427458 -0.79 -0.46 0.10 -0.606
N -1.886742 -0.534849 0.447870 -0.21 0.04 0.83 -0.673
H 1.732509 -2.070034 -1.373078 -0.08 -0.83 -0.68 0.529
H 0.056645 -0.659358 1.366533 -0.27 0.24 -0.19 0.268
H -0.806828 1.511213 -0.648127 -0.38 -0.60 -0.16 0.213
H 0.722733 0.770552 -0.974124 0.40 0.44 0.35 0.243
H -0.351915 2.065108 1.655938 0.00 0.36 0.01 0.200
H 1.257317 1.322803 1.492667 -0.33 0.17 0.35 0.205
H 0.544977 3.622189 -0.314355 0.11 0.50 0.33 0.208
H 2.106535 2.877563 -0.101599 0.02 -0.18 0.12 0.220
H 1.462167 3.779724 1.272194 -0.14 0.35 -0.32 0.236
H -2.308930 -0.130104 1.289128 0.45 -0.27 0.29 0.446
H -2.122581 -1.534302 0.385889 -0.39 0.15 -0.38 0.472
H -2.329954 0.024534 -0.284516 0.20 -0.56 -0.50 0.450
```
Forces are in eV/Å.

***

# 3
The following is a DFT calculation (the ωB97M-V functional and the def2-TZVPD basis) of the molecule C6H14O in a non-equilibrium geometry.

Results
* lowest unoccupied orbital energy: 1.0 eV
* HOMO-LUMO gap: 11.404 eV
* SMILES: CC(C)CCCO
* highest occupied orbital energy: -0.384 Eh

Structure (XYZ):
```
21
Properties=species:S:1:pos:R:3:forces:R:3:nbo_charge:R:1
C -0.261721 1.447486 1.356842 -1.50 -4.13 -1.35 -0.078
O 0.231834 0.350399 2.336857 -1.27 2.59 -1.85 -0.725
C 0.573240 1.425587 0.022096 -0.68 0.60 -0.16 -0.434
C 0.951004 0.011118 -0.504607 -0.95 3.43 -0.66 -0.386
C -0.276335 -0.861785 -0.588872 1.44 0.73 -4.31 -0.237
C 0.236648 -2.192182 -1.146040 1.05 -2.57 -2.11 -0.637
C -1.505774 -0.098878 -1.376860 0.38 -3.03 1.88 -0.621
H -1.334711 1.061110 1.169338 1.64 1.16 0.40 0.178
H -0.222644 2.420234 1.749913 -0.12 1.07 1.04 0.178
H 1.154405 0.455279 2.173846 1.40 -0.38 0.40 0.449
H 0.185885 2.079661 -0.868363 0.02 -1.07 2.00 0.218
H 1.487958 1.915761 0.305836 0.73 0.38 -0.06 0.194
H 1.784273 -0.248351 0.110023 0.35 -1.30 0.28 0.203
H 1.326799 0.288398 -1.501934 0.18 -0.77 0.05 0.200
H -0.499777 -1.077547 0.361249 -1.65 -0.49 3.62 0.214
H -0.080346 -3.143925 -0.675918 -0.27 0.78 0.34 0.214
H 0.113515 -2.480515 -2.217671 -1.01 0.95 0.26 0.212
H 1.350166 -2.353097 -1.245421 -0.66 0.89 1.09 0.214
H -2.148639 0.390148 -0.582719 0.74 -0.17 -1.46 0.215
H -1.212993 0.469677 -2.248290 0.27 0.58 0.26 0.212
H -2.060929 -0.968107 -1.800108 -0.10 0.72 0.35 0.216
```
Forces are in eV/Å.

***

# 4
The following is a DFT calculation (the ωB97M-V functional and the def2-TZVPD basis) of a cluster of 2 separate species, CH6NS in total in a non-equilibrium geometry.

Results
* lowest unoccupied orbital energy: 4.5 eV
* net charge: -1
* HOMO-LUMO gap: 7.091 eV
* highest occupied orbital energy: -0.096 Eh

Structure (XYZ):
```
9
Properties=species:S:1:pos:R:3:forces:R:3:nbo_charge:R:1
S -2.615119 -0.012019 0.121034 -0.03 -0.05 0.00 -1.073
H -3.341682 0.813999 0.892568 0.03 -0.03 0.01 0.089
C 0.913461 0.425477 -0.339649 -0.53 0.09 0.86 -0.444
N 1.050756 -0.852959 0.399148 -0.32 0.23 -0.48 -0.859
H 1.772546 1.042876 -0.073738 0.08 0.19 -0.50 0.157
H -0.000633 0.928631 -0.008552 0.17 -0.05 0.23 0.249
H 0.731070 0.339210 -1.413076 0.50 -0.17 -0.12 0.167
H 0.116145 -1.145167 0.689287 0.09 0.10 -0.12 0.385
H 1.373454 -1.540048 -0.267026 0.03 -0.31 0.12 0.329
```
Forces are in eV/Å.

***

> Look up the HOMO-LUMO gap of the second one.

11.626 eV

***

> The lowest highest occupied orbital energy belongs to which entry?

C5H12NO2

***

> Which value of HOMO-LUMO gap does entry 4 give?

7.091 eV